(1)
Here is the ion C4H10NOS with charge -1 from the OMol25 dataset. Energies are from ωB97M-V/def2-TZVPD.

```
! RIJCOSX wB97M-V def2-TZVPD def2/J DEFGRID3
* xyz -1 1
O -1.89 -0.65 1.28
C -2.14 -0.29 0.05
N -1.11 0.78 -0.39
C -0.43 1.51 0.66
C 1.18 1.25 0.55
C 1.33 -0.35 0.48
S 1.43 -1.04 -1.26
H -3.16 0.01 -0.05
H -1.98 -1.09 -0.67
H -1.55 1.18 -1.16
H -0.50 2.61 0.70
H -0.82 1.05 1.50
H 1.52 1.72 1.50
H 1.52 1.70 -0.35
H 0.55 -0.92 0.99
H 2.19 -0.64 0.88
H 2.51 -1.90 -1.09
*
```

The calculation puts the relative energy (zero: lowest compared OMol25 entry of this formula, charge and spin) at 364.94 kJ/mol. The calculation puts the HOMO-LUMO gap at 0.21231 Ha. For the HOMO energy, the calculation gives -2.4 eV. The calculation puts the total energy at -686.5256 Eh. Its structure (SMILES) is [O-]CNCCCS.

These are the Löwdin partial charges, in e, on atoms 1 to 2: -0.322 -0.537



(2)
Here is a structure of composition C28H43N6PSSeTeZr from the OMol25 dataset. Energies are from ωB97M-V/def2-TZVPD.

```
! RIJCOSX wB97M-V def2-TZVPD def2/J DEFGRID3
* xyz 2 1
Zr 1.25 0.53 -0.58
N 2.85 0.00 1.07
H 3.36 -0.79 0.68
H 2.54 -0.29 2.00
H 3.55 0.73 1.22
Se 3.94 1.33 -3.15
N 3.25 1.70 -1.53
C 4.15 2.46 -0.89
C 4.00 3.01 0.41
C 5.02 3.76 0.91
C 6.22 4.01 0.17
C 6.39 3.54 -1.08
C 5.35 2.75 -1.65
N 5.39 2.24 -2.87
H 3.07 2.89 0.96
H 4.92 4.20 1.90
H 6.99 4.61 0.63
H 7.28 3.73 -1.66
S 0.60 3.27 -0.75
C 0.21 2.75 -2.29
N -0.37 3.55 -3.23
C -0.74 3.11 -4.45
C -0.53 1.81 -4.78
C 0.09 1.01 -3.82
N 0.46 1.46 -2.64
H -0.53 4.52 -2.96
H -1.19 3.83 -5.11
H -0.83 1.42 -5.74
H 0.30 -0.04 -4.01
Te 2.19 -1.67 -2.13
C 1.50 -3.47 -1.27
C 1.91 -3.82 0.01
C 1.50 -5.04 0.54
C 0.71 -5.91 -0.21
C 0.33 -5.55 -1.50
C 0.73 -4.33 -2.03
H 2.55 -3.18 0.59
H 1.82 -5.33 1.54
H 0.41 -6.86 0.20
H -0.27 -6.22 -2.10
H 0.44 -4.05 -3.04
C -1.49 -2.85 0.15
C -1.61 -1.96 1.40
C -2.79 -2.44 2.24
C -0.30 -2.12 2.18
P -1.75 -0.18 0.86
N -0.56 0.13 -0.16
C -3.38 0.16 0.01
C -3.64 -0.97 -1.01
C -4.58 0.23 0.97
C -3.27 1.46 -0.81
C -1.51 0.98 2.33
C -2.23 0.50 3.59
C -2.02 2.39 1.97
C -0.01 1.15 2.63
H -1.02 -3.80 0.44
H -0.86 -2.40 -0.61
H -2.45 -3.09 -0.29
H -2.60 -3.48 2.53
H -3.72 -2.43 1.68
H -2.93 -1.86 3.16
H -0.15 -3.18 2.37
H -0.33 -1.61 3.15
H 0.55 -1.77 1.60
H -3.90 -1.90 -0.52
H -2.78 -1.14 -1.66
H -4.49 -0.68 -1.63
H -4.69 -0.67 1.56
H -5.49 0.35 0.37
H -4.53 1.08 1.65
H -2.33 1.48 -1.38
H -3.34 2.35 -0.20
H -4.09 1.48 -1.53
H -3.29 0.33 3.41
H -2.16 1.28 4.36
H -1.80 -0.40 4.00
H -3.10 2.43 1.87
H -1.56 2.76 1.05
H -1.74 3.07 2.78
H 0.45 0.25 3.04
H 0.11 1.94 3.37
H 0.53 1.45 1.73
*
```

The calculation puts the HOMO-LUMO gap at 0.23220 Ha. For the HOMO energy, the calculation gives -12.8 eV. The calculation puts the total energy at -4876.9500 Eh.

These are the Löwdin partial charges, in e, on atoms 1 to 2: 1.090 -0.007



(3)
Here is a cluster of 2 separate species, CH3NO2 in total from the OMol25 dataset. Energies are from ωB97M-V/def2-TZVPD.

```
! RIJCOSX wB97M-V def2-TZVPD def2/J DEFGRID3
* xyz 0 1
C -0.66 0.04 -0.04
N 0.66 -0.22 -0.26
O 1.22 -1.23 -0.42
O 1.75 1.05 0.63
H -0.93 -0.46 0.81
H -1.24 -0.32 -0.83
H -0.80 1.14 0.11
*
```

The calculation puts the relative energy (zero: lowest compared OMol25 entry of this formula, charge and spin) at 799.66 kJ/mol. The calculation puts the HOMO-LUMO gap (alpha / beta) at 0.36286 / 0.29499 Ha. For the HOMO energy (alpha / beta), the calculation gives -10.7 / -9.2 eV. The calculation puts the total energy at -244.8746 Eh.

These are the Löwdin partial charges, in e, on atoms 1 to 2: -0.047 -0.212



(4)
Here is a cluster of 2 separate species, C11H15N in total from the OMol25 dataset. Energies are from ωB97M-V/def2-TZVPD.

```
! RIJCOSX wB97M-V def2-TZVPD def2/J DEFGRID3
* xyz 0 1
C 0.05 1.68 2.58
C 0.27 1.15 1.21
C 0.67 -0.12 0.94
N 0.94 -0.22 -0.44
C 0.68 0.99 -1.02
C 0.71 1.35 -2.37
C 0.29 2.63 -2.69
C -0.19 3.52 -1.72
C -0.19 3.15 -0.38
C 0.29 1.89 -0.02
H -0.64 2.54 2.60
H 0.94 2.13 3.05
H -0.35 0.93 3.25
H 0.96 -0.99 1.50
H 1.00 -1.08 -0.96
H 1.27 0.75 -3.08
H 0.28 2.94 -3.72
H -0.62 4.48 -1.96
H -0.32 3.94 0.36
C -0.30 -3.35 0.35
C -1.28 -4.51 0.38
H 0.25 -3.35 -0.60
H -0.70 -2.39 0.64
H 0.52 -3.59 1.05
H -1.63 -4.79 1.37
H -0.78 -5.39 -0.03
H -2.12 -4.31 -0.29
*
```

The calculation puts the relative energy (zero: lowest compared OMol25 entry of this formula, charge and spin) at 52.19 kJ/mol. The calculation puts the HOMO-LUMO gap at 0.32219 Ha. For the HOMO energy, the calculation gives -7.9 eV. The calculation puts the total energy at -482.8953 Eh. Its structure (SMILES) is Cc1c[nH]c2ccccc12.CC.

These are the Löwdin partial charges, in e, on atoms 1 to 2: -0.052 -0.233